DFT (the ωB97M-V functional and the def2-TZVPD basis) results for a gas-phase ion, CH7N3OP (charge +1) at a distorted geometry.

- Highest occupied orbital energy: -0.50938 hartree
- HOMO-LUMO gap: 0.377 hartree
- Total charge: +1

CARTESIAN COORDINATES (ANGSTROEM)
P -2.090 1.203 -0.258
O -0.572 0.482 -0.585
N -0.379 -1.717 -0.213
N 1.295 -0.277 0.538
N 1.539 1.082 0.832
C 0.193 -0.483 -0.116
H 0.189 -2.438 0.031
H 1.824 -1.010 1.004
H -1.109 -2.004 -0.843
H 2.117 1.122 1.697
H -2.110 2.112 -1.358
H 1.932 1.713 0.189
H -2.827 0.214 -0.919

These are the Löwdin partial charges, in e, on atoms 1 to 8: 0.942, -0.354, 0.237, 0.072, 0.080, -0.439, 0.080, 0.190



DFT (the ωB97M-V functional and the def2-TZVPD basis) results for 2 unconnected molecules or ions with the total composition CH3BrOS at a distorted geometry.

- Highest occupied orbital energy: -0.37086 hartree
- HOMO-LUMO gap: 0.353 hartree
- Total charge: 0

CARTESIAN COORDINATES (ANGSTROEM)
Br -1.554 1.385 1.345
S -0.825 -0.614 0.554
O -0.003 -1.216 1.570
C 0.304 0.170 -0.617
H -0.171 0.597 -1.484
H 1.162 -1.088 -1.198
H 1.085 0.766 -0.169

Let us look at the Löwdin charges, expressed in e, one per atom: 0.267, 0.448, -0.560, -0.390, 0.007, 0.215, 0.012



DFT (the ωB97M-V functional and the def2-TZVPD basis) results for a molecular structure, C23H24NO3PRuSe2Te2 at a distorted geometry.

- Highest occupied orbital energy (alpha / beta): -0.48326 / -0.48409 hartree
- HOMO-LUMO gap (alpha / beta): 0.185 / 0.187 hartree
- Total charge: +2

CARTESIAN COORDINATES (ANGSTROEM)
Te 4.646 3.347 1.534
Te 5.955 1.514 0.182
Ru 2.013 0.576 0.168
Se 4.237 -0.113 -0.292
Se 2.410 2.335 1.758
P -0.712 0.891 -0.805
O 3.801 -1.047 2.399
O -0.027 1.035 0.564
O 1.720 -0.802 1.559
N 0.640 -1.067 3.945
C -0.022 1.917 -3.305
C -3.214 1.878 -1.420
C 0.401 2.937 -4.142
C -0.116 2.143 -1.930
C -4.591 1.946 -1.268
C 1.928 -1.819 3.664
C -2.478 0.967 -0.665
C -0.917 -1.852 -1.443
C -4.501 0.201 0.393
C 0.207 3.395 -1.401
C -0.333 -3.074 -1.763
C -5.230 1.109 -0.368
C 1.792 -2.010 -2.101
C 0.726 4.179 -3.611
C -3.128 0.131 0.249
C 1.432 -3.242 3.429
C 1.017 -3.161 -2.074
C 0.629 4.410 -2.246
C 2.598 -1.168 2.445
C 0.109 -3.072 2.678
C 1.213 -0.784 -1.793
C -0.502 -1.786 3.238
C -0.147 -0.698 -1.453
H -2.718 2.531 -2.127
H -0.553 -3.920 2.834
H 0.127 3.569 -0.335
H 1.455 -4.117 -2.324
H 0.286 -2.960 1.610
H -5.162 2.654 -1.852
H 2.598 -1.719 4.514
H -2.559 -0.564 0.855
H 2.167 -3.827 2.881
H 1.051 4.974 -4.269
H -5.008 -0.446 1.095
H -0.943 -3.968 -1.777
H 2.835 -2.060 -2.388
H 0.712 -0.104 3.613
H -0.873 -1.111 2.472
H -0.285 0.953 -3.724
H -1.971 -1.809 -1.202
H -1.275 -1.962 3.983
H 1.772 0.128 -2.024
H 0.874 5.382 -1.841
H -6.305 1.163 -0.253
H 0.471 -1.038 4.949
H 1.273 -3.731 4.392
H 0.473 2.765 -5.207

These are the Löwdin partial charges, in e, on atoms 1 to 8: 0.406, 0.495, 0.562, 0.194, 0.070, 0.819, 0.013, -0.499



DFT (the ωB97M-V functional and the def2-TZVPD basis) results for 2 unconnected molecules or ions with the total composition C10H13O3 at a distorted geometry.

- Highest occupied orbital energy: -0.14396 hartree
- HOMO-LUMO gap: 0.257 hartree
- Total charge: -1

CARTESIAN COORDINATES (ANGSTROEM)
O 1.224 -0.354 3.022
O 2.929 0.545 0.138
O 4.132 1.238 -1.553
C 3.063 0.989 -1.025
C 0.243 -0.635 2.110
C 1.661 1.071 -1.792
C -1.334 -2.192 1.211
C -0.227 -1.999 2.015
C 1.102 2.473 -1.781
C -1.373 0.016 0.464
C -3.110 -1.580 -0.429
C -0.349 0.363 1.351
C -1.905 -1.247 0.355
H 0.657 2.904 -0.960
H 0.064 -2.735 2.730
H 0.236 1.282 1.212
H -3.897 -2.172 0.056
H -3.614 -0.718 -0.830
H -2.600 -2.077 -1.293
H 1.944 3.041 -2.157
H 1.740 0.736 -2.770
H -1.859 0.825 -0.062
H 1.058 0.328 -1.383
H 0.291 2.569 -2.620
H -1.825 -3.097 1.205
H 1.750 0.424 2.786

These are the Löwdin partial charges, in e, on atoms 1 to 8: 0.028, -0.098, -0.055, -0.764, -0.299, -0.194, -0.069, 0.015



DFT (the ωB97M-V functional and the def2-TZVPD basis) results for a single C5H11NO2 molecule at a distorted geometry.

- Highest occupied orbital energy: -0.35847 hartree
- HOMO-LUMO gap: 0.389 hartree
- Total charge: 0

CARTESIAN COORDINATES (ANGSTROEM)
O -2.263 1.307 -2.250
O 1.882 -1.717 -1.028
N -1.135 0.299 -0.570
C 0.737 -0.695 0.826
C -1.201 0.989 -1.766
C 0.686 -1.843 -0.190
C -0.405 1.428 1.539
C -0.006 0.611 0.328
H -0.269 1.030 -2.360
H -0.499 2.510 1.407
H -0.085 -1.855 -0.957
H 0.789 1.146 -0.212
H 1.564 -1.496 -1.912
H -1.291 1.041 2.091
H -1.994 0.060 -0.098
H 1.797 -0.375 0.733
H 0.750 -2.824 0.313
H 0.506 -0.944 1.850
H 0.437 1.329 2.257

These are the Löwdin partial charges, in e, on atoms 1 to 8: 0.024, -0.103, 0.041, -0.129, -0.348, -0.225, -0.070, -0.373



DFT (the ωB97M-V functional and the def2-TZVPD basis) results for a molecular structure, CH4CsO at a distorted geometry.

- Highest occupied orbital energy: -0.53763 hartree
- HOMO-LUMO gap: 0.394 hartree
- Total charge: +1

CARTESIAN COORDINATES (ANGSTROEM)
Cs -2.957 1.821 -0.606
O -0.399 0.355 0.239
C 0.877 -0.357 0.130
H 1.127 -0.413 -0.929
H 0.776 -1.344 0.583
H -0.971 -0.305 -0.160
H 1.549 0.243 0.742

Let us look at the Löwdin charges, expressed in e, one per atom: 1.083, -0.278, -0.085, 0.088, 0.089, 0.011, 0.092



One value per record, in order, for energy: -16948.925; -84008.264; -189010.650; -16723.852; -10947.690; -3691.370 eV.
One value per record, in order, for energy relative to the best compared isomer or geometry (same formula, charge and spin): 22.25; 41.61; 30.16; 44.58; 36.37; 8.47 kcal/mol.